This record from OMol25 describes a molecular structure, C24H28Cl3CoN6O2S in a non-equilibrium geometry. The level of theory is ωB97M-V/def2-TZVPD.

expectation value of S²	0.76
gap between HOMO and LUMO (spin up / spin down)	0.219 / 0.236	hartree
E_LUMO (spin up / spin down)	-3.52 / -3.52	eV

Structure (ORCA input):
```
! wB97M-V def2-TZVPD RIJCOSX def2/J DEFGRID3
* xyz 1 2
Co -0.100 -1.714 0.175
C -3.852 -0.876 -1.437
C -2.426 -1.187 -1.120
N -1.980 -1.445 0.047
C -2.787 -1.538 1.251
C -1.922 -1.134 2.447
N -0.510 -1.567 2.321
C -0.130 -2.764 3.083
C -0.455 -4.027 2.306
N 0.116 -3.959 0.954
C 1.553 -4.296 0.856
C 2.439 -3.044 0.706
N 1.744 -2.210 -0.261
C 2.055 -2.166 -1.496
C 3.357 -2.617 -2.084
C 0.922 -1.676 -2.354
C 0.954 -1.198 -3.649
C -0.238 -0.747 -4.210
C -1.406 -0.743 -3.464
C -1.354 -1.223 -2.164
N -0.226 -1.735 -1.685
H -4.483 -1.746 -1.247
H -3.981 -0.587 -2.477
H -4.209 -0.056 -0.813
H -3.138 -2.568 1.349
H -3.671 -0.900 1.204
H -2.366 -1.522 3.367
H -1.914 -0.047 2.514
H 0.058 -0.795 2.650
H -0.608 -2.795 4.066
H 0.948 -2.710 3.248
H -1.535 -4.143 2.206
H -0.084 -4.893 2.863
H -0.411 -4.572 0.349
H 1.692 -4.917 -0.030
H 1.879 -4.875 1.724
H 3.442 -3.331 0.393
H 2.518 -2.498 1.643
H 4.197 -2.227 -1.513
H 3.461 -2.289 -3.115
H 3.419 -3.708 -2.080
H 1.880 -1.147 -4.204
H -0.247 -0.362 -5.220
H -2.319 -0.337 -3.875
Cl 2.416 2.528 0.402
C 1.531 1.279 1.282
Cl 2.749 0.188 2.014
Cl 0.590 1.989 2.628
C 0.584 0.448 0.426
N -0.199 0.928 -0.471
O 0.911 8.814 0.192
C 0.533 7.819 1.025
O 0.405 8.033 2.195
C 0.275 6.471 0.412
C 0.809 6.070 -0.809
C 0.538 4.804 -1.307
C -0.281 3.934 -0.593
S -0.705 2.332 -1.277
C -0.831 4.346 0.618
C -0.535 5.598 1.128
H 0.890 8.515 -0.723
H 1.479 6.716 -1.367
H 0.977 4.479 -2.243
H -1.486 3.677 1.161
H -0.930 5.926 2.081
*
```

Charges computed using Mulliken, reported in e:
1. Co -0.491
2. C -1.882
3. C 1.062
4. N 0.356
5. C -0.612
6. C -0.989
7. N 0.057
8. C -0.742
9. C -0.913
10. N -0.237
11. C -0.811
12. C -0.783
13. N 0.524
14. C 0.992
15. C -1.896
16. C 0.743
17. C -0.925
18. C -0.807
19. C -0.705
20. C 0.487
21. N 0.358
22. H 0.346
23. H 0.453
24. H 0.404
25. H 0.249
26. H 0.576
27. H 0.407
28. H 0.401
29. H 0.066
30. H 0.494
31. H 0.369
32. H 0.377
33. H 0.470
34. H 0.231
35. H 0.418
36. H 0.421
37. H 0.565
38. H -0.003
39. H 0.403
40. H 0.452
41. H 0.344
42. H 0.362
43. H 0.451
44. H 0.372
45. Cl -0.077
46. C 0.723
47. Cl -0.124
48. Cl -0.118
49. C -0.411
50. N -0.064
51. O -0.455
52. C 0.631
53. O -0.526
54. C 0.737
55. C -0.710
56. C -0.760
57. C -0.097
58. S -0.107
59. C -0.400
60. C -0.638
61. H 0.301
62. H 0.269
63. H 0.435
64. H 0.532
65. H 0.443

This record from OMol25 describes a molecular structure, C24H28GeN4S4W in a non-equilibrium geometry. The level of theory is ωB97M-V/def2-TZVPD.

expectation value of S²	2.03
gap between HOMO and LUMO (spin up / spin down)	0.120 / 0.186	hartree
E_LUMO (spin up / spin down)	4.48 / 4.42	eV

Structure (ORCA input):
```
! wB97M-V def2-TZVPD RIJCOSX def2/J DEFGRID3
* xyz -2 3
W 8.984 -0.942 16.286
C 8.982 -2.061 13.099
N 9.168 -0.812 13.838
C 10.615 -0.514 13.838
C 11.007 0.709 14.641
N 10.723 0.420 16.090
C 11.990 -0.112 16.731
C 10.174 1.595 16.872
C 10.607 2.905 16.561
C 10.348 3.984 17.446
C 9.663 3.768 18.639
C 9.286 2.460 19.011
C 9.561 1.391 18.097
S 9.135 -0.329 18.533
C 8.391 0.233 13.225
C 8.735 0.601 11.914
C 7.995 1.632 11.254
C 7.075 2.441 11.995
C 6.951 2.187 13.377
C 7.591 1.068 13.961
S 7.009 0.593 15.617
H 8.984 -1.910 11.949
H 8.016 -2.510 13.321
H 9.849 -2.653 13.373
H 11.037 -0.476 12.831
H 11.082 -1.405 14.291
H 10.578 1.661 14.297
H 12.109 0.782 14.525
H 12.467 0.850 17.045
H 12.688 -0.712 16.105
H 11.674 -0.652 17.664
H 11.167 3.056 15.626
H 10.721 5.014 17.202
H 9.507 4.720 19.214
H 8.674 2.308 19.925
H 9.608 0.130 11.533
H 8.217 1.712 10.183
H 6.563 3.300 11.455
H 6.229 2.726 13.998
S 9.597 -3.156 16.291
C 10.588 -4.104 17.691
C 9.701 -4.638 18.599
N 9.010 -5.228 19.323
C 11.942 -4.009 17.720
S 13.057 -3.679 16.527
C 12.460 -4.209 19.062
N 12.953 -4.279 20.117
C 5.659 -2.808 18.360
Ge 5.302 -1.258 17.177
C 5.123 0.384 18.142
C 3.960 -1.848 15.906
C 6.968 -1.105 16.143
H 5.946 -3.740 17.878
H 4.731 -3.045 18.957
H 6.480 -2.526 19.098
H 5.402 1.220 17.476
H 5.756 0.368 19.044
H 4.042 0.592 18.412
H 4.232 -2.602 15.190
H 3.491 -0.987 15.427
H 3.227 -2.359 16.611
H 6.739 -1.910 15.387
*
```

Charges computed using Mulliken, reported in e:
1. W 1.058
2. C -1.191
3. N 0.839
4. C -1.283
5. C -1.026
6. N 0.265
7. C -0.990
8. C -0.238
9. C -0.218
10. C -0.685
11. C -0.330
12. C -0.718
13. C 0.647
14. S -0.469
15. C -0.503
16. C -0.900
17. C -0.782
18. C -0.487
19. C -0.971
20. C 1.330
21. S -0.638
22. H 0.340
23. H 0.125
24. H 0.504
25. H 0.579
26. H 0.632
27. H 0.514
28. H 0.491
29. H 0.363
30. H 0.283
31. H 0.202
32. H 0.320
33. H 0.281
34. H 0.256
35. H 0.338
36. H 0.318
37. H 0.281
38. H 0.211
39. H 0.318
40. S -0.418
41. C 0.066
42. C 0.074
43. N -0.693
44. C 0.529
45. S -0.425
46. C 0.019
47. N -0.583
48. C -1.219
49. Ge 0.731
50. C -1.065
51. C -1.195
52. C -0.075
53. H 0.337
54. H 0.392
55. H 0.267
56. H 0.373
57. H 0.249
58. H 0.378
59. H 0.378
60. H 0.357
61. H 0.333
62. H 0.124

This record from OMol25 describes 2 unconnected molecules or ions with the total composition C24H28N2O2S in a non-equilibrium geometry. The level of theory is ωB97M-V/def2-TZVPD.

gap between HOMO and LUMO	0.209	hartree
E_LUMO	-1.34	eV

Structure (ORCA input):
```
! wB97M-V def2-TZVPD RIJCOSX def2/J DEFGRID3
* xyz 0 1
C 1.067 1.659 -2.414
C 1.168 1.027 -1.043
S 0.591 2.027 0.182
O 1.619 -0.134 -0.963
H 1.711 1.073 -3.073
H 0.021 1.577 -2.751
H 1.364 2.722 -2.446
C -2.749 -5.712 1.625
N -1.786 -4.742 1.166
C -0.953 -4.993 0.114
O -0.941 -6.037 -0.536
C -0.085 -3.754 -0.099
C -0.293 -3.077 -1.448
C 0.058 -3.994 -2.590
C -0.925 -4.352 -3.516
C -0.633 -5.291 -4.508
C 0.641 -5.870 -4.575
C 1.641 -5.456 -3.685
C 1.351 -4.519 -2.687
N -0.471 -2.918 1.044
C 0.093 -1.706 1.236
C -0.280 -0.814 2.246
C 0.338 0.413 2.459
C -0.004 1.299 3.530
C 0.692 2.523 3.742
C 0.381 3.371 4.815
C -0.594 3.001 5.754
C -1.271 1.781 5.593
C -1.002 0.959 4.501
C -1.556 -3.490 1.857
C -2.838 -2.650 1.840
C -1.144 -3.747 3.313
H -2.739 -6.568 0.952
H -2.502 -6.048 2.637
H -3.754 -5.279 1.641
H 0.968 -4.074 0.009
H -1.345 -2.769 -1.511
H 0.322 -2.169 -1.458
H -1.922 -3.914 -3.422
H -1.420 -5.599 -5.197
H 0.856 -6.622 -5.341
H 2.637 -5.898 -3.741
H 2.120 -4.213 -1.970
H 0.925 -1.459 0.563
H -1.091 -1.112 2.905
H 1.226 0.627 1.818
H 1.512 2.795 3.072
H 0.927 4.316 4.932
H -0.821 3.647 6.601
H -2.006 1.460 6.340
H -1.510 -0.012 4.442
H -3.262 -2.644 0.828
H -3.558 -3.103 2.532
H -2.662 -1.619 2.149
H -0.389 -4.542 3.355
H -0.739 -2.848 3.781
H -2.022 -4.070 3.885
*
```

Charges computed using Mulliken, reported in e:
1. C -1.176
2. C 0.739
3. S -0.348
4. O -0.709
5. H 0.330
6. H 0.230
7. H 0.362
8. C -0.992
9. N 0.241
10. C 0.206
11. O -0.718
12. C -0.041
13. C -0.362
14. C 0.452
15. C -0.346
16. C -0.558
17. C -0.430
18. C -0.709
19. C -0.189
20. N 0.551
21. C 0.316
22. C 0.422
23. C -1.278
24. C 0.459
25. C -0.183
26. C -0.685
27. C -0.326
28. C -0.700
29. C -0.338
30. C 0.270
31. C -1.624
32. C -1.642
33. H 0.377
34. H 0.309
35. H 0.306
36. H 0.379
37. H 0.388
38. H 0.129
39. H 0.311
40. H 0.353
41. H 0.359
42. H 0.357
43. H 0.361
44. H 0.622
45. H -0.718
46. H 1.023
47. H 0.382
48. H 0.347
49. H 0.374
50. H 0.352
51. H 0.238
52. H 0.362
53. H 0.490
54. H 0.440
55. H 0.395
56. H 0.375
57. H 0.463

Question: Which formula does entry 1 have?
Answer: C24H28Cl3CoN6O2S

What did the third record say?
This record from OMol25 describes 2 unconnected molecules or ions with the total composition C24H28N2O2S in a non-equilibrium geometry. The level of theory is ωB97M-V/def2-TZVPD.

gap between HOMO and LUMO	0.209	hartree
E_LUMO	-1.34	eV

Structure (ORCA input):
```
! wB97M-V def2-TZVPD RIJCOSX def2/J DEFGRID3
* xyz 0 1
C 1.067 1.659 -2.414
C 1.168 1.027 -1.043
S 0.591 2.027 0.182
O 1.619 -0.134 -0.963
H 1.711 1.073 -3.073
H 0.021 1.577 -2.751
H 1.364 2.722 -2.446
C -2.749 -5.712 1.625
N -1.786 -4.742 1.166
C -0.953 -4.993 0.114
O -0.941 -6.037 -0.536
C -0.085 -3.754 -0.099
C -0.293 -3.077 -1.448
C 0.058 -3.994 -2.590
C -0.925 -4.352 -3.516
C -0.633 -5.291 -4.508
C 0.641 -5.870 -4.575
C 1.641 -5.456 -3.685
C 1.351 -4.519 -2.687
N -0.471 -2.918 1.044
C 0.093 -1.706 1.236
C -0.280 -0.814 2.246
C 0.338 0.413 2.459
C -0.004 1.299 3.530
C 0.692 2.523 3.742
C 0.381 3.371 4.815
C -0.594 3.001 5.754
C -1.271 1.781 5.593
C -1.002 0.959 4.501
C -1.556 -3.490 1.857
C -2.838 -2.650 1.840
C -1.144 -3.747 3.313
H -2.739 -6.568 0.952
H -2.502 -6.048 2.637
H -3.754 -5.279 1.641
H 0.968 -4.074 0.009
H -1.345 -2.769 -1.511
H 0.322 -2.169 -1.458
H -1.922 -3.914 -3.422
H -1.420 -5.599 -5.197
H 0.856 -6.622 -5.341
H 2.637 -5.898 -3.741
H 2.120 -4.213 -1.970
H 0.925 -1.459 0.563
H -1.091 -1.112 2.905
H 1.226 0.627 1.818
H 1.512 2.795 3.072
H 0.927 4.316 4.932
H -0.821 3.647 6.601
H -2.006 1.460 6.340
H -1.510 -0.012 4.442
H -3.262 -2.644 0.828
H -3.558 -3.103 2.532
H -2.662 -1.619 2.149
H -0.389 -4.542 3.355
H -0.739 -2.848 3.781
H -2.022 -4.070 3.885
*
```

Charges computed using Mulliken, reported in e:
1. C -1.176
2. C 0.739
3. S -0.348
4. O -0.709
5. H 0.330
6. H 0.230
7. H 0.362
8. C -0.992
9. N 0.241
10. C 0.206
11. O -0.718
12. C -0.041
13. C -0.362
14. C 0.452
15. C -0.346
16. C -0.558
17. C -0.430
18. C -0.709
19. C -0.189
20. N 0.551
21. C 0.316
22. C 0.422
23. C -1.278
24. C 0.459
25. C -0.183
26. C -0.685
27. C -0.326
28. C -0.700
29. C -0.338
30. C 0.270
31. C -1.624
32. C -1.642
33. H 0.377
34. H 0.309
35. H 0.306
36. H 0.379
37. H 0.388
38. H 0.129
39. H 0.311
40. H 0.353
41. H 0.359
42. H 0.357
43. H 0.361
44. H 0.622
45. H -0.718
46. H 1.023
47. H 0.382
48. H 0.347
49. H 0.374
50. H 0.352
51. H 0.238
52. H 0.362
53. H 0.490
54. H 0.440
55. H 0.395
56. H 0.375
57. H 0.463